Entry 1:
Entry from OMol25: C44H44AsBN11O10Ti as an isolated structure (ωB97M-V with the def2-TZVPD basis set).

XYZ file:
```
112
Properties=species:S:1:pos:R:3:forces:R:3:mulliken_charge:R:1
Ti -0.695573 0.388911 1.186236 -0.5 0.0 0.6 -0.13
C 2.823831 0.443746 2.534306 0.0 0.1 0.0 -1.56
C 2.074659 1.477566 1.772520 0.0 0.0 0.0 0.62
C 2.240081 2.855180 1.805906 0.1 0.0 0.0 -1.82
C 1.387386 3.365868 0.842991 0.0 -0.1 0.0 -0.28
N 0.723387 2.357445 0.263613 0.1 0.0 -0.2 1.00
N 1.133277 1.170323 0.838328 -0.2 0.0 -0.2 1.17
B 0.071112 2.456272 -1.189933 -0.1 0.1 0.0 0.42
N -1.402614 1.996433 -1.136911 0.0 0.0 0.1 0.77
C -2.346424 2.392099 -1.980401 -0.1 0.0 -0.1 -0.39
C -3.480273 1.624016 -1.782895 0.0 0.0 -0.1 -2.11
C -3.155544 0.732943 -0.781221 0.1 0.0 0.0 0.62
C -4.088395 -0.248381 -0.164927 0.0 0.0 0.1 -1.69
N -1.865453 0.937750 -0.397348 0.1 0.1 -0.1 1.26
N 0.818026 1.533178 -2.155268 0.0 0.1 0.0 0.74
C 2.108444 1.580476 -2.570401 0.0 0.0 0.1 -0.25
C 2.233855 0.738387 -3.644923 0.0 -0.1 0.0 -1.06
C 0.929046 0.209266 -3.839334 0.0 0.0 -0.3 0.21
C 0.411002 -0.620712 -4.973015 0.2 0.0 0.0 -1.25
N 0.093016 0.696629 -2.929829 -0.1 0.0 0.1 -0.73
N 0.098880 3.915250 -1.571130 0.0 -0.3 0.0 0.20
C -0.697871 4.928537 -1.119413 0.1 -0.1 0.0 -0.17
C -0.067112 6.105520 -1.402441 0.1 0.1 0.0 -1.38
C 1.153339 5.728268 -2.022732 0.1 0.1 0.0 0.70
C 2.230988 6.616719 -2.554491 0.0 0.0 0.0 -1.31
N 1.250620 4.412996 -2.103736 -0.1 0.1 0.1 -1.02
H 3.810717 0.338203 2.080783 0.0 0.0 0.0 0.47
H 2.340871 -0.527486 2.505178 0.0 -0.1 0.0 0.10
H 2.972408 0.751580 3.568750 0.0 0.0 0.0 0.42
H 2.930441 3.408673 2.420430 0.0 0.0 0.0 0.64
H 1.254548 4.382436 0.504954 0.0 0.0 0.0 0.57
H -2.148275 3.184699 -2.683196 0.0 0.0 0.0 0.73
H -4.427720 1.710596 -2.287660 0.0 0.0 0.0 0.61
H -4.896781 -0.462284 -0.861052 0.0 0.0 0.0 0.60
H -4.549719 0.184478 0.727626 0.0 0.0 0.0 0.21
H -3.594769 -1.182040 0.082220 0.0 0.1 0.1 0.15
H 2.820111 2.242466 -2.102418 -0.1 0.0 0.0 0.69
H 3.120315 0.538284 -4.225829 0.0 0.0 0.0 0.49
H 0.071045 0.030809 -5.779104 0.0 0.0 0.0 0.38
H -0.439527 -1.231396 -4.665581 0.0 0.0 0.0 0.25
H 1.190376 -1.267255 -5.381978 -0.1 0.0 0.0 0.39
H -1.645605 4.737528 -0.638922 0.0 0.0 0.0 0.53
H -0.430720 7.103012 -1.216591 0.0 0.0 0.0 0.46
H 1.828508 7.314139 -3.289070 0.0 0.0 0.0 0.32
H 3.006900 6.020916 -3.030727 0.0 0.0 0.0 0.34
H 2.682344 7.207661 -1.756790 0.0 0.0 0.0 0.29
C -3.069692 -3.033991 1.890239 0.0 0.0 0.0 -1.32
C -2.074131 -2.118091 2.591450 -0.1 0.1 -0.1 1.50
C -2.040968 -2.388971 4.082180 0.0 0.1 0.1 -1.67
O -2.365914 -0.704252 2.327293 0.0 -0.2 0.0 -0.20
C -0.716866 -2.349846 1.930926 -0.1 0.2 -0.3 -0.50
O -0.009801 -3.279703 2.138719 0.0 0.0 0.0 -0.55
O -0.443890 -1.388034 0.992334 0.3 -0.3 0.3 0.57
H -4.087931 -2.808954 2.216583 0.0 0.0 0.0 0.56
H -2.847703 -4.062550 2.173143 0.0 0.0 0.0 0.43
H -3.005068 -2.964197 0.805144 0.0 0.0 0.1 -0.09
H -3.053725 -2.519940 4.465219 0.0 0.0 0.0 0.45
H -1.564640 -1.575232 4.625852 0.0 0.0 0.0 0.26
H -1.480013 -3.303546 4.268835 0.0 0.0 0.0 0.37
H -3.318352 -0.545360 2.352719 0.1 0.0 0.0 0.35
C 3.450523 -4.759808 -5.519486 0.0 0.0 0.0 -0.58
C 2.067102 -4.758628 -5.382642 0.0 0.0 0.0 -0.81
C 1.468450 -3.984246 -4.402220 0.0 0.0 -0.1 -0.25
C 2.271961 -3.227470 -3.548607 0.0 -0.1 0.0 0.64
C 3.661386 -3.219542 -3.687400 0.0 0.0 0.0 -0.59
C 4.246019 -3.991630 -4.675630 0.0 0.0 0.0 -0.72
As 1.475972 -2.152944 -2.208383 -0.1 0.2 0.0 1.16
C 2.685166 -2.146768 -0.719599 0.0 0.1 0.0 0.69
C 2.673417 -3.182763 0.208699 -0.1 0.1 0.1 -0.50
C 3.681828 -3.249927 1.158557 0.1 0.1 0.0 -0.68
C 4.703743 -2.307325 1.159406 0.0 0.0 0.0 -0.61
C 4.705851 -1.274550 0.230120 0.1 0.0 0.0 -1.10
C 3.681999 -1.173866 -0.701244 0.1 -0.1 0.0 0.31
C -0.240618 -2.917170 -1.820109 0.0 -0.1 0.0 0.43
C -0.335310 -4.272698 -1.499486 -0.1 0.1 0.0 -0.73
C -1.584249 -4.838192 -1.288201 -0.1 0.0 0.0 -1.05
C -2.730670 -4.063615 -1.429986 0.1 0.0 -0.1 -0.64
C -2.630319 -2.719900 -1.767898 0.0 -0.1 -0.1 -1.16
C -1.384168 -2.133379 -1.952519 0.0 -0.1 -0.1 0.12
H 3.912566 -5.364807 -6.288416 0.0 0.0 0.0 0.41
H 1.455111 -5.360019 -6.041534 0.0 0.0 0.0 0.44
H 0.390251 -3.976572 -4.298469 0.0 0.0 0.0 0.44
H 4.280466 -2.632914 -3.020485 0.0 0.0 0.0 0.38
H 5.321955 -3.999336 -4.787214 0.0 0.0 0.0 0.44
H 1.891728 -3.929693 0.205773 0.0 0.0 0.0 0.14
H 3.678196 -4.050757 1.886124 0.0 0.0 0.0 0.49
H 5.504887 -2.383874 1.883580 0.0 0.0 0.0 0.44
H 5.515508 -0.553484 0.220922 -0.1 0.0 0.0 0.43
H 3.680958 -0.375012 -1.432743 0.0 0.0 0.0 0.26
H 0.549325 -4.894683 -1.440871 0.0 0.0 0.0 0.54
H -1.662322 -5.888802 -1.039997 0.0 0.0 0.0 0.45
H -3.704992 -4.517008 -1.298039 0.0 0.0 0.0 0.44
H -3.527059 -2.129688 -1.915917 0.1 -0.1 -0.1 0.66
H -1.300612 -1.086037 -2.223689 0.0 0.0 0.0 0.54
O -3.644164 3.854603 7.578455 -0.1 0.0 0.0 -0.59
N -2.756523 3.050250 7.437875 0.1 0.1 0.0 1.06
O -2.116871 2.519366 8.314850 0.0 -0.1 0.0 -0.60
C -2.397955 2.692532 6.046318 -0.1 0.0 0.1 -0.83
C -3.116172 3.245273 5.002920 -0.1 0.0 0.0 -0.50
C -2.793172 2.899613 3.710587 -0.2 0.0 0.0 -0.55
C -1.727372 2.037879 3.419767 0.2 -0.1 -0.2 0.84
O -1.317470 1.808238 2.198707 0.0 0.1 0.1 0.50
C -1.061835 1.484491 4.524366 0.1 -0.1 0.0 0.07
C -1.372897 1.808845 5.835507 0.1 -0.1 0.0 -0.51
N 0.002466 0.524381 4.305552 0.0 -0.1 0.0 0.71
O 0.774162 0.287952 5.188960 -0.1 0.0 -0.1 -0.59
O 0.063181 -0.093679 3.213731 0.1 0.1 0.1 -0.10
N -3.618291 3.464453 2.622892 0.5 0.4 -0.1 1.02
O -4.307997 4.413756 2.896703 -0.2 -0.1 0.1 -0.61
O -3.495828 2.971797 1.517140 -0.3 -0.2 0.0 -0.55
H -3.929245 3.931727 5.197868 0.0 0.0 0.0 0.70
H -0.836482 1.378557 6.670145 0.0 0.0 0.0 0.72
```
Forces are in eV/Å.

## Properties
Orbital gap (spin up / spin down) in eV: 5.98 / 6.37
DFT total energy in Eh: -6167.3286
Strongest force on any atom in eV/A: 0.79
Spin multiplicity: 2
Expectation value of S²: 0.757
E_HOMO (spin up / spin down) in eV: -13.02 / -13.47
Net charge: +2
Molecular weight in Da: 1020.50

***

Entry 2:
Entry from OMol25: C44H44BN9O3SeSiTi as an isolated structure (ωB97M-V with the def2-TZVPD basis set).

XYZ file:
```
104
Properties=species:S:1:pos:R:3:forces:R:3:mulliken_charge:R:1
Ti -0.781743 0.702945 0.166335 -0.3 -0.6 0.5 -0.69
C 1.763086 3.377185 0.339385 0.0 0.0 0.0 -1.04
C 0.483181 3.561330 1.083987 0.0 0.0 0.1 0.42
C 0.066129 4.617823 1.896913 0.1 0.0 0.0 -1.52
C -1.185682 4.258054 2.369387 0.1 0.0 0.0 0.99
C -2.084301 5.012874 3.288300 0.0 0.0 0.0 -1.48
N -1.487112 3.050238 1.862541 -0.1 0.1 0.1 0.18
N -0.462628 2.628339 1.073046 0.0 -0.3 -0.3 0.43
B -2.776167 2.209902 2.071157 0.1 0.3 0.0 -1.27
N -2.426092 0.888416 2.749274 0.1 -0.1 0.2 1.56
N -1.137626 0.422577 2.838617 -0.2 0.1 -0.4 -0.74
C -1.180337 -0.593072 3.703347 -0.1 0.0 0.1 0.83
C 0.029949 -1.278625 4.244551 0.0 0.0 0.0 -1.39
C -2.495400 -0.809102 4.140236 0.0 0.1 0.0 -1.57
C -3.256282 0.152070 3.511334 0.1 -0.1 0.1 1.05
C -4.724966 0.377371 3.584371 0.0 0.0 0.0 -1.48
N -3.440570 1.987729 0.694353 0.0 0.2 -0.1 1.01
N -2.627739 1.754154 -0.379113 0.2 -0.3 0.2 0.90
C -3.307321 2.079243 -1.476589 -0.3 0.2 0.0 0.54
C -2.704183 2.143677 -2.836147 0.0 0.0 0.1 -0.72
C -4.595224 2.490407 -1.114638 0.1 -0.1 0.1 -1.77
C -4.636005 2.430412 0.269030 0.0 0.1 -0.4 0.84
C -5.760049 2.846548 1.155639 0.0 0.0 0.1 -1.40
H 2.385323 4.265100 0.428132 0.0 0.0 0.0 0.43
H 1.573220 3.181626 -0.715783 0.0 0.0 0.0 0.06
H 2.315137 2.527371 0.745505 0.0 0.0 0.0 0.11
H 0.608410 5.522450 2.116556 0.0 0.0 0.0 0.51
H -1.619775 5.960210 3.553796 0.0 0.0 0.0 0.40
H -2.269950 4.448772 4.203065 0.0 0.0 0.0 0.27
H -3.048085 5.219506 2.821725 0.0 0.0 0.0 0.26
H -3.540348 2.833181 2.746337 0.0 0.0 0.1 -0.18
H 0.940187 -0.828733 3.867414 0.0 0.0 0.0 0.32
H 0.030007 -2.345434 4.018664 0.0 0.1 0.0 0.06
H 0.031096 -1.178558 5.331748 0.0 0.0 0.0 0.51
H -2.839493 -1.545625 4.848568 0.0 0.0 0.0 0.48
H -5.160787 -0.286324 4.328812 0.0 0.0 0.0 0.43
H -5.189257 0.155954 2.620130 0.0 0.0 0.0 0.18
H -4.963433 1.407722 3.853814 0.0 0.0 0.0 0.30
H -1.629220 1.982884 -2.797607 -0.1 0.1 0.0 -0.56
H -2.861131 3.144262 -3.241910 0.0 0.0 0.0 0.43
H -3.161403 1.430880 -3.521463 0.0 0.0 0.1 0.39
H -5.379832 2.820589 -1.775350 0.0 0.0 0.0 0.49
H -6.573627 3.224988 0.540195 0.0 0.0 0.0 0.39
H -5.450594 3.633681 1.843143 0.0 0.0 0.0 0.25
H -6.141274 2.017769 1.750418 0.0 0.0 0.0 0.18
Se -2.184104 -1.491739 0.629518 0.1 0.2 0.0 0.12
C -2.871692 -1.932354 -1.014057 0.1 0.1 -0.1 0.26
N -3.309174 -2.203362 -2.048535 0.0 -0.1 0.0 -0.69
C 0.848673 3.274671 -6.011418 0.0 0.0 0.0 -0.46
C 1.577225 2.811250 -4.924975 0.0 0.0 0.0 -0.97
C 1.101677 1.747153 -4.171547 0.0 0.0 0.0 0.14
C -0.109335 1.127736 -4.486412 0.0 -0.1 -0.2 0.48
C -0.825982 1.605459 -5.587446 0.1 0.0 0.0 -0.77
C -0.355058 2.669113 -6.344208 0.0 0.0 0.0 -0.69
Si -0.785345 -0.367010 -3.578639 0.1 0.1 0.1 -0.18
C 0.091448 -1.919791 -4.154217 -0.1 0.1 0.1 0.58
C 1.418717 -1.884492 -4.583551 0.0 0.1 0.0 -0.11
C 2.089810 -3.048390 -4.927974 0.0 0.0 0.0 -0.87
C 1.435453 -4.271967 -4.850032 0.0 0.0 0.0 -0.43
C 0.108932 -4.320078 -4.443337 0.0 0.0 0.0 -0.74
C -0.560728 -3.153177 -4.097714 0.1 0.0 -0.1 -0.44
H 1.218526 4.105835 -6.598831 0.0 0.0 0.0 0.38
H 2.517019 3.281474 -4.662251 0.0 0.0 0.0 0.42
H 1.673216 1.405232 -3.316575 0.0 0.0 0.0 0.48
H -1.770537 1.142229 -5.856315 0.0 0.0 0.0 0.40
H -0.927263 3.024931 -7.192131 0.0 0.0 0.0 0.41
H -2.218475 -0.482067 -3.865934 0.0 0.0 0.0 -0.08
H 1.934203 -0.931949 -4.660851 0.0 0.0 0.0 0.36
H 3.117842 -3.003007 -5.266553 0.0 0.0 0.0 0.42
H 1.956253 -5.183106 -5.118455 0.0 0.0 0.0 0.40
H -0.410823 -5.269322 -4.396091 0.0 0.0 0.0 0.42
H -1.593113 -3.201800 -3.776937 -0.1 0.0 0.1 0.36
O 0.261593 1.069999 -1.382199 0.0 0.3 0.2 0.19
C -0.365705 -0.044373 -1.698215 0.1 -0.3 -0.3 0.70
O 0.562820 -1.307110 -1.456994 0.0 0.0 -0.2 0.02
C 1.211601 -1.333720 -0.363612 0.0 -0.2 0.0 -0.89
N 2.133571 -2.266056 -0.126556 0.2 0.2 0.1 0.29
C 2.729499 -2.048327 1.188170 0.0 -0.1 0.0 2.92
C 2.011582 -0.699067 1.561093 0.3 0.1 0.0 -1.08
O 2.323925 0.020727 2.470966 -0.1 -0.1 0.0 -0.66
N 1.033326 -0.456845 0.623047 -0.4 0.4 0.0 1.50
C 4.234907 -1.843521 1.118106 0.0 0.0 0.0 -0.58
C 4.911644 -1.257795 2.188314 0.0 0.0 0.0 -0.16
C 6.284374 -1.076233 2.133908 0.0 0.0 0.0 -0.89
C 7.002759 -1.477435 1.016109 0.0 0.0 0.0 -0.49
C 6.336139 -2.056727 -0.050397 0.0 0.0 0.0 -0.86
C 4.960022 -2.235820 -0.001151 0.0 0.0 0.0 -0.65
C 2.278783 -3.152886 2.154734 0.0 0.0 -0.1 0.43
C 0.962709 -3.609472 2.072383 0.1 0.0 0.0 -0.23
C 0.502415 -4.596894 2.927233 0.0 -0.1 0.0 -0.76
C 1.349603 -5.143567 3.881786 0.0 0.0 0.0 -0.47
C 2.656728 -4.694041 3.968780 0.0 0.0 0.0 -1.05
C 3.121521 -3.705443 3.110082 0.0 0.0 0.0 -0.36
H 2.217144 -3.088844 -0.699237 0.0 0.0 0.0 0.40
H 4.354096 -0.926252 3.053739 0.0 0.0 0.0 0.56
H 6.794538 -0.612398 2.968952 0.0 0.0 0.0 0.41
H 8.075108 -1.334380 0.976546 0.0 0.0 0.0 0.40
H 6.883362 -2.366734 -0.931892 0.0 0.0 0.0 0.42
H 4.459546 -2.671499 -0.854651 0.0 0.0 0.0 0.42
H 0.272463 -3.184277 1.353451 0.0 0.0 0.0 0.12
H -0.525560 -4.928272 2.848546 0.0 0.0 0.0 0.41
H 0.993224 -5.914576 4.553098 0.0 0.0 0.0 0.42
H 3.327974 -5.114375 4.707046 0.0 0.0 0.0 0.43
H 4.148849 -3.378000 3.193048 0.0 0.0 0.0 0.51
```
Forces are in eV/Å.

## Properties
Orbital gap in eV: 7.72
DFT total energy in Eh: -5987.1089
Strongest force on any atom in eV/A: 0.82
E_HOMO in eV: -8.04
Molecular weight in Da: 912.62